No. 1
An isolated ion of composition C5H8N3O4 and charge +1. Source: the OMol25 dataset; level of theory: wB97M-V/def2-TZVPD.

The geometry in XYZ format:
```
20
Properties=species:S:1:pos:R:3:forces:R:3:lowdin_charge:R:1
C 0.812148 1.007261 -2.520283 -3.635 -3.806 0.649 -0.068
C 0.536218 1.092603 -1.034990 -0.482 -0.393 -1.141 -0.201
C -0.703333 0.166322 -0.675383 1.363 1.965 -3.049 -0.098
C -0.735310 0.162649 0.722684 0.956 -6.053 0.932 -0.101
N -1.043302 0.984728 1.633955 -0.620 2.692 1.140 0.163
O -0.716968 0.512193 2.882412 -0.593 0.558 0.854 0.120
N -0.286476 -0.896413 2.734916 0.405 -0.154 -1.263 -0.134
O -0.025221 -1.490075 3.693007 0.050 -0.134 1.411 0.256
C -0.243942 -1.164695 1.449325 -1.152 3.698 -1.863 0.066
N 0.341591 -2.366011 0.832179 0.338 -0.204 -0.411 -0.328
O 0.218611 -2.451259 -0.361744 -0.620 0.438 -0.860 0.117
O 0.952929 -3.156664 1.476890 0.076 0.044 1.786 0.187
H 1.646139 1.514829 -2.710223 3.384 2.054 -1.144 0.037
H -0.047804 1.376252 -3.107403 0.503 -0.210 0.112 0.105
H 0.965487 -0.100096 -2.698207 -0.017 1.263 -0.520 0.116
H 1.423364 0.769290 -0.550750 0.748 -0.083 0.900 0.112
H 0.312495 2.123648 -0.881249 -0.194 0.750 1.033 0.109
H -1.426064 0.665114 -1.271472 -1.516 0.564 0.303 0.138
H -0.550102 -0.770361 -1.199180 -0.036 -0.229 0.849 0.116
H -1.430463 2.020685 1.585519 1.041 -2.761 0.281 0.289
```
Positions in Å, forces in eV/Å.

As for the molar mass: 174.14 g/mol. Its HOMO-LUMO gap is 0.3713 Ha. The LUMO energy comes out at -5.50 eV. Its spin multiplicity is 1. Its net charge is +1. The energy above the lowest of the compared OMol25 structures with the same formula, charge and spin comes out at 604.5 kJ/mol. As for the structure (SMILES): CCCc1[nH]o[n+](=O)c1[N+](=O)[O-].

No. 2
An isolated ion of composition C5H8N3OS and charge +1. Source: the OMol25 dataset; level of theory: wB97M-V/def2-TZVPD.

The geometry in XYZ format:
```
18
Properties=species:S:1:pos:R:3:forces:R:3:lowdin_charge:R:1
C 1.615947 -0.018548 1.045563 0.202 -1.938 3.138 -0.280
C 2.842236 -0.021060 0.503198 1.078 -0.682 -1.630 -0.105
C 0.114605 1.234870 -0.173820 0.347 -2.640 -1.302 -0.341
C -0.138257 -0.117071 -1.430954 -0.303 2.345 1.189 -0.259
C -1.638520 -1.580148 0.862973 1.396 5.046 -0.964 -0.134
N 0.762178 0.984270 0.863095 -1.426 2.560 -0.484 0.069
N -0.374046 -2.043350 0.375028 0.022 -1.437 0.408 -0.400
N -0.647476 2.247684 -0.511238 -0.790 1.867 -1.695 0.167
O 3.734650 -0.207388 -0.200865 -0.266 0.398 0.885 0.261
S 0.593935 -1.522510 -0.662012 -1.412 -0.056 0.253 1.100
H 1.464159 -0.558843 2.064750 0.687 0.495 -1.972 0.187
H -1.282226 -0.082168 -1.410061 1.690 -0.532 -0.218 0.092
H 0.292617 0.141386 -2.434657 -0.276 -0.258 1.079 0.091
H -2.266166 -2.238553 1.376827 -0.147 -1.285 1.099 0.063
H -2.212744 -1.188134 0.018223 -0.308 -0.138 -0.101 0.064
H -1.440033 -0.506793 1.450880 -0.511 -2.839 -0.830 0.158
H -0.897570 2.250288 -1.497657 -0.294 -0.197 0.386 0.121
H -0.523285 3.226069 -0.239270 0.312 -0.708 0.760 0.148
```
Positions in Å, forces in eV/Å.

As for the molar mass: 158.21 g/mol. Its HOMO-LUMO gap (alpha / beta) is 0.2527 / 0.2496 Ha. The LUMO energy (alpha / beta) comes out at -5.51 / -5.59 eV. Its spin multiplicity is 1. Its net charge is +1. The energy above the lowest of the compared OMol25 structures with the same formula, charge and spin comes out at 460.2 kJ/mol.

No. 3
A 2-piece molecular cluster, C5H8N4O overall. Source: the OMol25 dataset; level of theory: wB97M-V/def2-TZVPD.

The geometry in XYZ format:
```
18
Properties=species:S:1:pos:R:3:forces:R:3:lowdin_charge:R:1
N 0.979714 -2.632725 2.214163 -1.879 2.145 -1.004 0.147
C 0.338383 -1.758258 1.766838 2.840 -1.415 0.859 -0.177
C -0.099136 -0.492732 1.136931 -0.991 -0.023 0.153 -0.235
N 0.692564 -0.179158 -0.028153 0.163 0.363 -0.275 0.072
C 0.425403 0.889889 -0.671036 0.442 -0.784 0.571 -0.346
C 1.218400 1.439130 -1.844040 0.045 -0.360 -0.133 -0.129
N 0.551437 2.675918 -2.234969 -0.657 0.207 0.277 0.047
C -0.433970 2.814277 -1.434114 0.683 0.596 -0.420 -0.197
N -0.567190 1.826761 -0.471978 -0.918 0.137 0.718 0.105
H -1.172054 -0.610623 0.896747 0.176 0.095 0.030 0.120
H -0.037572 0.291434 1.914239 0.037 -0.224 -0.162 0.127
H 2.263116 1.630439 -1.557619 -0.314 -0.050 -0.045 0.130
H 1.234086 0.721184 -2.677249 0.011 0.203 0.223 0.128
H -1.106222 3.674229 -1.413531 0.132 -0.308 -0.160 0.128
H -1.279919 1.865724 0.260494 0.633 -0.277 -0.517 0.151
O -1.326577 -4.145164 1.582005 2.268 -0.561 1.057 -0.140
H -1.356049 -3.806694 0.681009 0.443 -0.146 0.096 0.012
H -0.324415 -4.203631 1.880264 -3.114 0.403 -1.267 0.056
```
Positions in Å, forces in eV/Å.

As for the molar mass: 140.15 g/mol. Its HOMO-LUMO gap is 0.3616 Ha. The LUMO energy comes out at 0.26 eV. Its spin multiplicity is 1. The energy above the lowest of the compared OMol25 structures with the same formula, charge and spin comes out at 207.9 kJ/mol. As for the structure (SMILES): N#CC/N=C1/CN=CN1.O.

No. 4
One molecule with the formula C5H8N4O2. Source: the OMol25 dataset; level of theory: wB97M-V/def2-TZVPD.

The geometry in XYZ format:
```
19
Properties=species:S:1:pos:R:3:forces:R:3:lowdin_charge:R:1
N -1.468115 1.745415 -4.005312 0.000 -1.387 2.451 0.165
C -1.326005 1.298051 -2.926832 -0.043 2.116 -3.381 -0.270
N -0.992741 0.909896 -1.712458 -1.709 0.765 -0.056 0.108
C 0.050178 0.146024 -1.396456 2.218 -1.560 1.783 -0.448
N 0.999007 -0.091334 -2.379374 -0.219 -1.002 -0.976 0.159
N 0.190135 -0.183700 -0.155994 0.327 -0.619 -0.224 0.038
C -0.639376 0.218784 1.026197 -0.658 -0.756 -0.605 -0.156
C -0.346669 -0.790196 2.220193 0.726 1.466 -1.989 -0.067
C 1.122604 -0.718377 2.543823 0.164 -0.017 4.566 -0.573
O 1.428792 -0.759259 3.752847 -0.071 0.018 -2.600 0.038
O 1.981068 -0.582471 1.578537 -0.110 -0.196 -0.968 0.093
H -1.315364 1.362277 -0.881412 -0.992 0.530 -0.090 0.140
H 1.761225 -0.724286 -2.153476 -0.347 0.259 0.585 0.110
H 0.702574 -0.337588 -3.349081 -0.183 0.772 1.251 0.123
H -1.747635 0.188968 0.864040 0.757 0.089 -0.272 0.119
H -0.345442 1.254549 1.248912 -0.138 -0.242 0.441 0.129
H -0.540699 -1.793863 1.899272 -0.392 -0.587 -0.406 0.116
H -0.914921 -0.591756 3.110312 -0.174 0.293 0.200 0.116
H 1.401385 -0.551135 0.716263 0.844 0.059 0.288 0.060
```
Positions in Å, forces in eV/Å.

As for the molar mass: 156.14 g/mol. Its HOMO-LUMO gap is 0.3539 Ha. The LUMO energy comes out at 0.12 eV. Its spin multiplicity is 1. The energy above the lowest of the compared OMol25 structures with the same formula, charge and spin comes out at 181.5 kJ/mol. As for the structure (SMILES): N#CN/C(N)=N\CCC(=O)O.

No. 5
One molecule with the formula C5H8N4S2. Source: the OMol25 dataset; level of theory: wB97M-V/def2-TZVPD.

The geometry in XYZ format:
```
19
Properties=species:S:1:pos:R:3:forces:R:3:lowdin_charge:R:1
C 2.203504 -0.138117 0.697198 0.749 -3.007 0.395 -0.073
C 0.963494 -0.857584 1.165752 1.359 0.896 -0.137 -0.311
N 1.045571 -1.492497 2.354144 -1.275 -0.341 0.523 0.109
C -0.202968 -1.907010 2.567219 -0.376 -1.195 2.766 -0.190
N -1.002829 -1.655309 1.549294 -4.418 0.503 -0.996 0.077
C -0.320556 -0.877290 0.648049 1.439 -0.157 -0.098 -0.356
C -0.815313 -0.274358 -0.539864 -0.784 -0.510 -0.655 -1.027
S -2.320093 -0.470524 -1.124461 -0.909 -0.421 0.660 0.680
S 0.321146 0.659236 -1.488354 0.098 0.988 -1.270 0.928
N -0.788400 1.329433 -2.646322 1.112 -1.458 -0.372 -0.524
N -1.285069 2.595308 -2.387459 0.118 1.164 1.019 -0.076
H 1.940233 0.798724 0.368481 -0.291 2.349 -0.613 -0.018
H 2.864206 -0.083060 1.598549 -0.256 -0.098 -1.103 0.097
H 2.666537 -0.680331 -0.195767 -0.286 0.648 1.344 0.106
H -0.663012 -2.314965 3.555782 1.310 0.479 -2.058 0.158
H -2.089789 -1.776644 1.463457 2.968 0.225 0.343 0.194
H -0.497481 1.281308 -3.619576 0.163 -0.474 0.451 0.082
H -0.564100 3.310372 -2.597815 -0.491 -0.357 0.635 0.079
H -1.455081 2.553308 -1.368306 -0.230 0.766 -0.832 0.066
```
Positions in Å, forces in eV/Å.

As for the molar mass: 188.28 g/mol. Its HOMO-LUMO gap is 0.2894 Ha. The LUMO energy comes out at -0.41 eV. Its spin multiplicity is 1. The energy above the lowest of the compared OMol25 structures with the same formula, charge and spin comes out at 10.8 kJ/mol. As for the structure (SMILES): Cc1nc[nH]c1C(=S)SNN.

No. 6
C5H8N6OS as an isolated structure. Source: the OMol25 dataset; level of theory: wB97M-V/def2-TZVPD.

The geometry in XYZ format:
```
21
Properties=species:S:1:pos:R:3:forces:R:3:lowdin_charge:R:1
C -1.559454 0.341063 0.320599 -0.227 -0.444 -0.381 -0.098
C -1.901117 -0.145357 -0.878175 -0.354 0.070 0.619 -0.186
C 0.550379 0.918451 -0.534985 -0.039 0.245 0.609 -0.417
C 2.000370 1.162705 1.088510 0.076 0.162 0.018 -0.548
C 0.060836 -2.532729 -1.257968 -0.372 0.579 -0.254 -0.368
N 1.811749 1.097285 -0.255622 0.194 -0.054 -0.728 0.180
N 0.064232 0.773068 -1.792638 0.190 0.201 -0.144 0.065
N -0.343986 0.973762 0.474427 2.111 0.510 1.429 0.079
N -1.068834 -0.062640 -2.004914 0.289 -0.599 -0.576 -0.427
N 0.820584 0.761206 1.819098 -1.874 -0.843 -1.542 0.020
N 0.511623 1.355035 2.932836 -0.128 0.437 0.428 0.074
O 3.009404 1.428078 1.685918 0.006 0.122 0.182 0.083
S -0.667938 -1.624211 -2.667422 0.047 0.054 0.318 0.867
H -2.223255 0.344346 1.168912 -0.157 -0.019 0.012 0.108
H -2.843028 -0.630128 -1.071732 -0.114 0.009 0.032 0.107
H -0.714076 -2.770748 -0.533325 0.084 -0.050 0.057 0.029
H 0.849956 -1.934435 -0.805494 0.071 -0.085 0.024 0.032
H 0.479036 -3.441153 -1.676234 0.086 -0.130 -0.036 0.029
H 0.737493 0.741610 -2.546509 -0.108 -0.087 0.102 0.136
H 0.588607 2.364513 3.017632 -0.079 -0.154 -0.114 0.125
H -0.162581 0.880278 3.517085 0.299 0.077 -0.055 0.113
```
Positions in Å, forces in eV/Å.

As for the molar mass: 200.23 g/mol. Its HOMO-LUMO gap is 0.3180 Ha. The LUMO energy comes out at 0.55 eV. Its spin multiplicity is 1.

Q: Among the records above, which one has the lowest molar mass?
A: C5H8N4O

Q: Number 1 is which compound?
A: C5H8N3O4